C54H53CdN2O4P3S3Se as an isolated structure at a distorted geometry. Source: the OMol25 dataset; level of theory: wB97M-V/def2-TZVPD.

Output
charge = -2
HOMO level = -1.5495 eV
LUMO energy = 3.57 eV
relative energy (zero: lowest compared OMol25 entry of this formula, charge and spin) = 30.6 kcal/mol
frontier orbital gap = 5.123 eV

Each line ends with the Mulliken charge.
Positions of all 121 atoms, in Å:
Cd (0.18157, 1.34495, -0.50451)  3.27
O (2.63990, 1.21858, -0.05555)  -0.78
P (3.74606, 0.29280, 0.27768)  0.79
C (3.24574, -1.07033, 1.38419)  -1.15
P (1.86740, -2.01908, 0.59850)  -0.10
O (0.91104, -1.04266, -0.01047)  0.34
C (2.43623, -3.27843, -0.45927)  0.82
C (3.58701, -4.02021, -0.15644)  -0.38
C (3.80147, -5.28825, -0.62357)  -1.08
C (2.71500, -5.95598, -1.28499)  -0.36
C (1.56163, -5.33540, -1.58334)  -1.03
C (1.36508, -3.85111, -1.40011)  0.95
C (1.08458, -2.81545, 2.04174)  0.75
C (1.83359, -3.44820, 3.03296)  -0.75
C (1.20378, -4.17990, 4.02450)  -0.61
C (-0.17983, -4.31053, 4.02596)  -0.49
C (-0.92965, -3.69818, 3.03239)  -0.87
C (-0.30268, -2.95621, 2.04185)  0.23
C (5.01436, 1.18357, 1.24315)  0.56
C (6.31845, 1.41772, 0.82376)  -0.35
C (7.16474, 2.20508, 1.59313)  -0.73
C (6.71068, 2.76845, 2.77571)  -0.45
C (5.40636, 2.54325, 3.19647)  -0.70
C (4.56178, 1.75613, 2.43201)  -0.78
C (4.61319, -0.35129, -1.15828)  0.37
C (4.22175, 0.09706, -2.41193)  -0.23
C (4.93007, -0.29482, -3.53528)  -0.29
C (6.02553, -1.13465, -3.40272)  -0.67
C (6.41936, -1.58103, -2.14972)  -0.76
C (5.72064, -1.18422, -1.02403)  -0.11
H (2.77605, -0.58239, 2.24300)  0.41
H (4.08887, -1.67417, 1.71654)  0.70
H (4.33018, -3.56634, 0.49684)  0.12
H (4.71972, -5.81987, -0.40574)  0.36
H (2.81301, -7.01735, -1.49380)  0.34
H (0.73373, -5.88282, -2.02170)  0.35
H (0.36154, -3.65820, -0.98390)  -0.25
H (2.91476, -3.36252, 3.02786)  0.25
H (1.79338, -4.65929, 4.79765)  0.39
H (-0.66653, -4.88925, 4.80211)  0.35
H (-2.00844, -3.79798, 3.02572)  0.45
H (-0.88740, -2.46181, 1.27187)  -0.09
H (6.67188, 0.99382, -0.10691)  0.37
H (8.18088, 2.38478, 1.26347)  0.39
H (7.36895, 3.39757, 3.36266)  0.35
H (5.05137, 2.99034, 4.11653)  0.41
H (3.53333, 1.59250, 2.73744)  0.42
H (3.36227, 0.75519, -2.47651)  0.02
H (4.62548, 0.03155, -4.52020)  0.36
H (6.56139, -1.46514, -4.28340)  0.36
H (7.27072, -2.24319, -2.05208)  0.40
H (6.02863, -1.52590, -0.04202)  0.40
S (1.43444, 3.59997, -1.57524)  -0.27
C (0.24507, 4.67975, -1.96309)  0.40
N (-0.56770, 5.45628, -2.26814)  -0.74
O (0.65650, 0.40128, 2.86796)  -0.71
H (0.43333, -0.21944, 2.16083)  0.02
H (0.00804, 1.11109, 2.76289)  0.29
C (1.15817, 1.64339, -4.48527)  -1.37
P (0.28475, 0.66877, -3.18884)  0.73
C (0.61643, -1.04262, -3.84619)  -1.73
C (-1.41382, 1.06346, -3.75044)  0.78
C (-2.32323, 0.11642, -4.20753)  -0.28
C (-3.58502, 0.50593, -4.63304)  -0.55
C (-3.96148, 1.83833, -4.57649)  -0.55
C (-3.07141, 2.78541, -4.09107)  -0.74
C (-1.80256, 2.40304, -3.68550)  -0.43
H (0.99832, 2.70224, -4.29386)  0.46
H (0.76714, 1.37640, -5.46819)  0.49
H (2.22936, 1.44119, -4.43582)  0.30
H (-0.09182, -1.29384, -4.64173)  0.56
H (-0.00789, -1.84164, -1.99746)  -0.82
H (1.61359, -1.04795, -4.28856)  0.68
H (-2.07053, -0.93618, -4.19744)  -0.07
H (-4.28626, -0.24060, -4.98469)  0.32
H (-4.96026, 2.13145, -4.87802)  0.36
H (-3.36349, 3.82590, -4.01721)  0.45
H (-1.12388, 3.16064, -3.30964)  -0.18
S (2.37786, -3.56387, -4.00104)  -0.42
C (1.40325, -3.09518, -2.73688)  0.12
N (0.59937, -2.03541, -2.79754)  0.72
C (-7.91059, -0.97061, -2.50490)  -1.63
C (-6.46954, -0.97902, -2.05795)  1.05
C (-5.93194, 0.06560, -1.31980)  -1.14
C (-4.60083, 0.07939, -0.91889)  0.59
C (-4.07641, 1.24427, -0.13205)  -1.41
C (-3.76078, -0.99664, -1.26233)  0.31
Se (-1.93903, -0.99724, -0.67491)  -0.20
C (-4.29235, -2.06423, -2.00629)  1.12
C (-3.46883, -3.25375, -2.43266)  -1.60
C (-5.63196, -2.03519, -2.38606)  -1.03
H (-8.42208, -0.07440, -2.15150)  0.33
H (-8.44850, -1.84288, -2.12484)  0.34
H (-7.97772, -0.99303, -3.59584)  0.32
H (-6.56912, 0.90281, -1.04513)  0.21
H (-4.88047, 1.93666, 0.13015)  0.36
H (-3.32321, 1.78892, -0.70486)  0.11
H (-3.57968, 0.89969, 0.77632)  0.25
H (-2.44006, -3.14828, -2.09673)  -0.28
H (-3.47680, -3.35659, -3.52150)  0.34
H (-3.87783, -4.17308, -2.00506)  0.52
H (-6.02816, -2.87264, -2.95747)  0.34
C (-3.54567, 3.45937, 7.69056)  -0.88
C (-3.68405, 4.93369, 7.95742)  0.65
O (-3.89496, 5.39685, 9.04903)  -0.57
S (-3.63743, 6.07031, 6.57077)  -0.15
C (-3.01068, 5.13216, 5.18831)  -0.58
C (-3.86287, 4.42501, 4.34824)  -0.20
C (-3.34611, 3.70689, 3.28439)  -0.30
C (-1.97088, 3.69656, 3.02821)  0.83
C (-1.12694, 4.42992, 3.87498)  -0.64
C (-1.64142, 5.14222, 4.94253)  -0.16
C (-1.40539, 2.96374, 1.94438)  -0.06
C (-0.87031, 2.35209, 1.03968)  -1.54
H (-3.12617, 2.97648, 8.57187)  0.32
H (-2.93577, 3.24608, 6.81997)  0.31
H (-4.54617, 3.05690, 7.52001)  0.23
H (-4.92897, 4.43242, 4.53809)  0.42
H (-4.00485, 3.14170, 2.63818)  0.45
H (-0.06348, 4.42769, 3.67763)  0.50
H (-0.98691, 5.70475, 5.59604)  0.41


C54H53Cl2N2O3Sb2TeY as an isolated structure at a distorted geometry. Source: the OMol25 dataset; level of theory: wB97M-V/def2-TZVPD.

Output
charge = -2
HOMO level = -0.2918 eV
LUMO energy = 2.38 eV
relative energy (zero: lowest compared OMol25 entry of this formula, charge and spin) = 65.3 kcal/mol
frontier orbital gap = 2.670 eV

Each line ends with the Mulliken charge.
Positions of all 118 atoms, in Å:
Y (0.44349, 1.22571, -0.44021)  1.02
C (5.80224, 2.38550, -2.24496)  -1.40
Sb (3.84057, 1.92849, -3.02655)  1.14
C (3.11896, 3.71349, -4.02840)  -1.45
C (4.96757, 0.09484, -3.93761)  -1.33
C (3.75502, -0.48948, -4.57187)  0.61
C (2.96352, 0.43041, -5.26095)  -0.97
C (1.55182, 0.33847, -5.28661)  -0.10
C (0.96706, -0.94842, -5.09998)  -0.68
C (1.78499, -1.97548, -4.69020)  -0.57
C (3.16377, -1.81605, -4.43387)  1.14
C (3.94924, -3.03339, -4.12691)  -1.53
Sb (4.36812, -3.26673, -1.83338)  0.52
C (5.74435, -4.68097, -1.00047)  -1.31
C (2.38461, -4.18344, -1.10442)  -1.23
H (6.04002, 3.40709, -2.59609)  0.44
H (6.51723, 1.65266, -2.62773)  0.33
H (5.68546, 2.34324, -1.16078)  0.31
H (3.97036, 4.38812, -4.32182)  0.32
H (2.46466, 4.21285, -3.31062)  0.36
H (2.44432, 3.56503, -4.89882)  0.35
H (5.35040, -0.31358, -2.98668)  -0.02
H (5.71011, 0.47331, -4.58842)  0.40
H (3.46720, 1.28364, -5.73349)  0.56
H (0.89413, 1.18399, -5.52043)  0.36
H (-0.11074, -1.09362, -5.21306)  0.35
H (1.31805, -2.93649, -4.47444)  0.25
H (4.93850, -3.04772, -4.63305)  0.42
H (3.40110, -3.96251, -4.47963)  0.44
H (5.85096, -5.58729, -1.60414)  0.41
H (5.47512, -5.10888, -0.01907)  0.37
H (6.76902, -4.23196, -0.96051)  0.32
H (2.87782, -4.21726, -0.13302)  0.38
H (2.45857, -5.03638, -1.67429)  0.50
H (1.87628, -3.26128, -1.59003)  0.18
C (-6.83272, 3.39526, -0.67357)  -1.82
C (-5.51251, 2.72902, -0.86458)  1.85
C (-5.01274, 2.39931, -2.11345)  -1.63
C (-3.92405, 1.50860, -2.15309)  -0.10
C (-3.90795, 0.38838, -3.10934)  0.49
O (-2.97731, -0.32962, -3.49408)  -0.64
C (-5.18959, 0.26359, -3.99586)  0.54
C (-4.94394, -0.28063, -5.31121)  -0.54
C (-5.98212, -0.41197, -6.20064)  -0.62
C (-7.25741, -0.20604, -5.70486)  -0.23
C (-7.55169, 0.32429, -4.47007)  -0.76
C (-6.46277, 0.53751, -3.56209)  -0.14
C (-2.83268, 1.69966, -1.19415)  0.03
O (-1.54450, 1.68707, -1.47331)  -0.41
C (-3.43198, 1.86179, 0.18308)  0.12
C (-4.66608, 2.61647, 0.26247)  -1.20
C (-2.72356, 1.22796, 1.24569)  -0.67
N (-1.55691, 0.63014, 1.12046)  0.26
C (-1.69965, -0.90723, 1.09833)  -0.68
C (-1.26956, -1.54263, -0.18266)  -0.35
Te (1.07551, -4.37262, 6.14569)  -0.45
C (-1.00794, -4.48983, 5.96095)  -0.14
C (-1.85187, -3.38453, 5.82442)  -0.22
C (-3.23599, -3.59820, 5.68523)  -0.24
C (-3.72758, -4.89057, 5.56407)  -0.58
C (-2.84375, -5.97972, 5.86288)  -0.29
C (-1.49353, -5.84509, 5.96119)  -0.59
C (-3.44403, 1.12895, 2.56686)  0.72
C (-2.64033, 0.86879, 3.74012)  -0.56
C (-3.22698, 0.82171, 5.00616)  -0.68
C (-4.58658, 1.16964, 5.13802)  -0.51
C (-5.40371, 1.38453, 4.02609)  -0.75
C (-4.85829, 1.30041, 2.76044)  -0.26
H (-6.99389, 4.04937, -1.52074)  0.39
H (-6.78245, 3.98427, 0.23604)  0.41
H (-7.63680, 2.68303, -0.62471)  0.30
H (-5.47208, 2.66413, -3.05649)  0.86
H (-3.90604, -0.37543, -5.62429)  0.40
H (-5.84916, -0.75117, -7.23790)  0.35
H (-8.06863, -0.35934, -6.46915)  0.25
H (-8.55916, 0.70973, -4.17484)  0.32
H (-6.58768, 0.99534, -2.57910)  0.54
H (-4.92213, 3.07941, 1.23594)  0.81
H (-2.75477, -1.19294, 1.27349)  0.41
H (-1.06445, -1.29173, 1.90949)  0.41
H (-1.06238, -2.58848, -0.38378)  0.41
H (-2.25027, -1.56175, -0.77790)  -0.10
H (-1.50050, -2.34657, 5.81618)  0.30
H (-3.89982, -2.73393, 5.57673)  0.33
H (-4.77581, -5.17538, 5.43120)  0.31
H (-3.32210, -6.95676, 5.95658)  0.30
H (-0.77111, -6.68801, 6.04812)  0.28
H (-1.57986, 0.77133, 3.62721)  0.56
H (-2.52689, 0.50739, 5.80658)  0.37
H (-5.00001, 1.20820, 6.12712)  0.39
H (-6.46692, 1.60584, 4.10561)  0.38
H (-5.52039, 1.24300, 1.91809)  0.65
Cl (1.68057, 3.55947, -0.63972)  -0.70
Cl (4.14427, 6.75824, 3.26147)  -0.24
C (3.58276, 5.42352, 4.07144)  0.64
C (4.02355, 5.04967, 5.36326)  -0.38
C (3.53452, 3.86662, 5.88645)  -0.47
C (2.48841, 3.22385, 5.18756)  -0.18
N (2.06094, 3.70094, 4.03955)  -0.39
C (2.56228, 4.70376, 3.41863)  -0.49
H (4.77855, 5.65713, 5.85693)  0.37
H (3.78733, 3.52892, 6.87969)  0.39
H (1.93368, 2.34268, 5.62763)  0.34
H (2.17033, 4.94305, 2.44415)  0.41
O (-0.05444, -0.83536, -0.64812)  -0.55
C (2.99219, 0.92067, -1.38484)  -0.21
C (3.62045, 0.41545, -0.36976)  -0.65
C (4.40186, -0.22310, 0.55730)  1.23
C (5.71457, -0.56510, 0.20588)  0.13
C (6.58925, -1.23360, 1.11729)  -0.31
C (6.25202, -1.42285, 2.45842)  -0.77
C (4.98205, -0.98611, 2.85789)  -0.46
C (4.04469, -0.48079, 1.95794)  -0.82
H (6.06724, -0.36997, -0.80325)  0.15
H (7.61273, -1.31433, 0.68131)  0.30
H (6.93981, -1.91854, 3.11678)  0.41
H (4.61521, -1.21776, 3.88043)  0.36
H (3.06939, -0.14632, 2.31953)  0.47